1.
This record from the OMol25 dataset describes a 2-piece molecular cluster, C7H16O2 overall. The level of theory is ωB97M-V/def2-TZVPD.

Values from the calculation:
Charge: 0
Calculated total energy (Ha): -426.67482
E_HOMO (hartree): -0.3267
2S+1: 1
Kohn-Sham gap (eV): 9.58

Each line ends with the natural charge from an NBO analysis.
CARTESIAN COORDINATES (ANGSTROEM)
1 C -1.208 -0.422 0.116  0.08
2 C -1.229 0.869 -0.734  0.09
3 C 2.014 -1.444 -0.141  0.21
4 C -2.092 -0.359 1.364  -0.63
5 C -0.745 2.106 0.011  -0.64
6 C 2.090 -0.985 -1.551  -0.68
7 C 2.481 -0.685 0.948  -0.77
8 O 0.109 -0.757 0.474  -0.81
9 O -2.517 1.085 -1.330  -0.72
10 H -3.125 1.371 -0.639  0.46
11 H -1.601 -1.216 -0.536  0.17
12 H -0.565 0.685 -1.582  0.17
13 H 1.729 -2.475 0.024  0.21
14 H -1.709 0.378 2.072  0.20
15 H -2.089 -1.331 1.859  0.22
16 H -3.129 -0.109 1.119  0.20
17 H -1.435 2.378 0.814  0.20
18 H 0.234 1.927 0.457  0.22
19 H -0.673 2.953 -0.673  0.22
20 H 1.242 -0.336 1.101  0.44
21 H 2.771 -1.214 1.850  0.24
22 H 3.021 -1.366 -1.992  0.24
23 H 1.260 -1.365 -2.145  0.24
24 H 2.111 0.103 -1.613  0.23
25 H 3.057 0.209 0.725  0.22



2.
This record from the OMol25 dataset describes a 7-piece molecular cluster, C31H49N3O14PS overall. The level of theory is ωB97M-V/def2-TZVPD.

Values from the calculation:
Charge: -1
Calculated total energy (Ha): -3167.81220
E_HOMO (hartree): -0.1332
2S+1: 1
Kohn-Sham gap (eV): 5.60

Each line ends with the Löwdin charge.
CARTESIAN COORDINATES (ANGSTROEM)
1 C -2.660 -0.354 0.674  -0.13
2 N -2.042 0.579 1.666  -0.11
3 C -1.240 1.639 0.980  -0.25
4 N 0.006 2.022 1.663  -0.04
5 C 0.950 0.890 1.857  -0.52
6 N 2.337 1.553 1.920  0.05
7 C 3.239 0.626 2.052  -0.70
8 S 4.378 -0.596 2.185  0.55
9 C 1.051 -0.118 0.590  -0.53
10 O 1.186 0.427 -0.572  -0.09
11 O 1.070 -1.493 0.629  -0.17
12 P 0.737 0.056 3.546  0.94
13 C 0.210 1.252 4.908  -0.32
14 C -0.284 -1.507 3.513  -0.32
15 H -2.987 0.166 -0.303  0.07
16 H -1.921 -1.194 0.381  0.09
17 H -3.632 -0.788 1.122  0.06
18 H -2.811 1.006 2.208  0.07
19 H -1.129 1.333 -0.110  0.10
20 H -1.907 2.588 0.964  0.13
21 H -0.139 2.580 2.510  0.09
22 H 0.831 2.203 4.783  0.03
23 H -0.903 1.543 4.786  0.02
24 H 0.434 0.805 5.931  0.04
25 H 0.219 -2.381 2.947  0.02
26 H -1.359 -1.409 3.145  0.02
27 H -0.361 -1.880 4.608  0.05
28 O -3.380 0.742 4.329  0.10
29 C -3.507 0.432 5.486  -0.48
30 O -2.497 -0.043 6.263  0.01
31 C -3.018 -0.415 7.543  -0.16
32 C -4.302 0.368 7.693  -0.16
33 C -4.792 0.465 6.264  -0.09
34 H -3.187 -1.496 7.549  0.13
35 H -2.294 -0.165 8.321  0.12
36 H -5.017 -0.102 8.372  0.11
37 H -4.084 1.371 8.075  0.12
38 H -5.398 -0.397 5.984  0.10
39 H -5.336 1.393 6.088  0.13
40 O -4.955 -2.094 4.829  0.10
41 C -4.526 -2.876 4.016  -0.45
42 O -3.392 -3.600 4.191  0.04
43 C -3.109 -4.340 2.997  -0.15
44 C -4.433 -4.449 2.276  -0.16
45 C -5.122 -3.157 2.664  -0.08
46 H -2.362 -3.792 2.416  0.13
47 H -2.704 -5.319 3.258  0.13
48 H -4.327 -4.584 1.198  0.12
49 H -5.001 -5.299 2.668  0.12
50 H -4.866 -2.340 1.985  0.11
51 H -6.203 -3.280 2.729  0.13
52 O 0.592 -4.685 2.778  0.11
53 C 1.621 -5.076 2.300  -0.47
54 O 2.480 -5.929 2.929  0.02
55 C 3.651 -6.099 2.124  -0.18
56 C 3.225 -5.735 0.720  -0.17
57 C 2.173 -4.672 0.961  -0.08
58 H 4.435 -5.438 2.505  0.13
59 H 3.995 -7.133 2.192  0.12
60 H 4.052 -5.398 0.093  0.12
61 H 2.766 -6.603 0.235  0.11
62 H 2.612 -3.674 1.039  0.12
63 H 1.398 -4.691 0.196  0.13
64 O -3.181 2.007 -2.385  0.09
65 C -2.149 1.615 -2.872  -0.48
66 O -1.299 0.753 -2.258  0.00
67 C -0.124 0.585 -3.064  -0.17
68 C -0.547 0.970 -4.463  -0.16
69 C -1.593 2.034 -4.207  -0.09
70 H 0.663 1.234 -2.674  0.12
71 H 0.215 -0.450 -3.009  0.13
72 H 0.283 1.311 -5.084  0.10
73 H -1.011 0.112 -4.960  0.12
74 H -1.149 3.028 -4.112  0.13
75 H -2.367 2.029 -4.974  0.12
76 O 1.804 -0.280 -7.444  0.11
77 C 2.766 0.304 -7.015  -0.48
78 O 3.050 0.433 -5.691  0.03
79 C 4.198 1.275 -5.532  -0.15
80 C 4.925 1.211 -6.853  -0.16
81 C 3.793 1.031 -7.841  -0.08
82 H 3.857 2.287 -5.294  0.12
83 H 4.812 0.906 -4.709  0.13
84 H 5.542 2.090 -7.048  0.11
85 H 5.576 0.331 -6.877  0.12
86 H 3.378 1.989 -8.164  0.13
87 H 4.100 0.435 -8.700  0.13
88 O 5.120 4.898 -6.844  0.10
89 C 4.096 5.386 -6.438  -0.48
90 O 2.979 5.549 -7.198  0.02
91 C 1.988 6.255 -6.441  -0.16
92 C 2.362 6.034 -4.993  -0.16
93 C 3.872 5.939 -5.057  -0.08
94 H 2.022 7.312 -6.722  0.13
95 H 0.998 5.859 -6.672  0.13
96 H 1.999 6.821 -4.330  0.12
97 H 1.949 5.082 -4.644  0.12
98 H 4.346 6.921 -4.986  0.13
99 H 4.265 5.265 -4.296  0.13